Entry 1:
Entry from the Open Molecules 2025 dataset: a molecular structure, C14H11N2OS3TaTe (ωB97M-V/def2-TZVPD).

```
33
Properties=species:S:1:pos:R:3:forces:R:3
Ta 0.279486 1.079251 0.399234 0.270 0.443 0.267
O -0.172427 -0.838565 0.566836 -0.402 -0.239 0.095
N -1.183360 -1.269045 1.375346 0.274 -0.120 -0.256
C -1.198503 -2.584948 1.659861 -0.250 0.146 0.100
C -2.190117 -3.065758 2.481216 0.167 -0.005 -0.116
C -3.133674 -2.178858 2.992294 -0.062 0.004 0.050
C -3.077238 -0.832802 2.676717 0.060 0.013 -0.047
C -2.068548 -0.366967 1.844261 -0.130 0.024 0.056
S -1.899632 1.294487 1.302207 -0.218 -0.161 0.048
H -0.409015 -3.158835 1.199940 -0.022 -0.079 0.027
H -2.215416 -4.120179 2.713458 -0.013 0.001 0.008
H -3.917814 -2.540333 3.643985 0.004 -0.006 -0.003
H -3.800343 -0.132774 3.070210 0.011 0.023 -0.020
S 1.554807 1.868572 2.178261 0.212 -0.056 -0.119
C 2.795016 0.879851 1.300726 -0.101 0.266 0.188
C 4.109486 0.726961 1.686190 -0.089 -0.017 -0.079
C 4.910218 -0.076439 0.880567 0.013 0.033 0.048
C 4.384915 -0.683169 -0.254489 -0.107 -0.003 -0.068
C 3.057803 -0.475506 -0.572720 0.187 -0.067 0.049
N 2.286266 0.297882 0.203910 0.343 -0.289 -0.192
H 4.488120 1.216300 2.571720 0.002 -0.011 0.009
H 5.950127 -0.225510 1.140689 -0.002 0.003 0.003
H 4.996620 -1.305650 -0.891072 0.007 0.007 0.006
H 2.597326 -0.916286 -1.446482 -0.014 0.009 0.009
Te 0.270637 3.039290 -1.331908 0.092 0.275 0.089
C -0.926279 2.402227 -2.873715 -0.223 -0.574 -0.148
C -1.978161 1.512904 -2.802701 0.043 0.226 -0.041
C -2.623567 1.361356 -4.049290 -0.048 0.092 -0.031
C -2.051909 2.127568 -5.027179 0.166 -0.204 -0.014
S -0.692414 2.982523 -4.469836 -0.161 0.262 0.071
H -2.309233 1.033715 -1.890784 -0.004 0.029 -0.011
H -3.487262 0.735229 -4.215479 -0.005 0.015 0.010
H -2.345915 2.213509 -6.061973 0.002 -0.037 0.008
```
Forces are in eV/Å.

For the HOMO-LUMO gap (spin up / spin down), the calculation gives 6.0 / 6.0 eV. The calculation puts the max |F| at 0.6 eV Å⁻¹. As for the energy above the lowest of the compared OMol25 structures with the same formula, charge and spin: 82.6 kJ/mol. The charge is +2. For the total energy, the calculation gives -61059.5590 eV. Its HOMO energy (spin up / spin down) is -14.1 / -14.1 eV.

Entry 2:
Entry from the Open Molecules 2025 dataset: C14H11N3O in the gas phase in a non-equilibrium geometry (ωB97M-V/def2-TZVPD).

```
29
Properties=species:S:1:pos:R:3:forces:R:3
C 4.221988 -1.262642 1.068204 0.051 -0.022 0.063
C 3.305335 -1.787242 0.172052 -0.034 -0.063 -0.020
C 2.527843 -0.942417 -0.599243 0.049 0.031 -0.008
C 2.664766 0.434633 -0.484043 0.182 0.039 -0.070
C 1.789544 1.348550 -1.313196 0.065 0.002 0.262
C 0.442877 1.370610 -0.695055 -0.709 -0.196 -0.136
N -0.526498 0.529835 -0.878062 0.424 -0.011 -0.293
C -1.497729 0.984218 -0.024431 1.022 0.679 0.054
C -2.788843 0.325323 0.096784 -0.580 -0.517 -0.101
C -3.028442 -0.843212 -0.627398 0.042 0.192 0.121
C -4.263298 -1.453806 -0.498341 -0.073 0.088 0.096
C -5.206540 -0.880791 0.340410 0.113 -0.019 -0.066
C -4.864064 0.284958 1.014520 -0.321 -0.199 0.013
N -3.692237 0.875179 0.900998 0.349 0.348 0.087
N -1.125549 2.046609 0.637846 -1.253 -0.110 0.568
O 0.135608 2.307212 0.211259 0.792 -0.118 -0.522
C 3.575757 0.955956 0.422528 -0.015 -0.018 -0.059
C 4.354432 0.109256 1.193239 0.051 0.003 0.077
H 4.829044 -1.922207 1.670268 0.051 -0.051 0.045
H 3.195079 -2.857133 0.074759 -0.008 -0.086 -0.011
H 1.804628 -1.346174 -1.292168 -0.083 -0.062 -0.077
H 2.193208 2.360889 -1.324244 0.016 -0.044 -0.098
H 1.700190 0.965987 -2.330201 -0.032 0.117 0.041
H -2.255245 -1.240575 -1.264807 0.046 -0.038 -0.051
H -4.486628 -2.360569 -1.042184 -0.006 -0.043 -0.029
H -6.181795 -1.324161 0.469146 -0.080 -0.011 0.028
H -5.564985 0.771678 1.680164 -0.124 -0.033 0.033
H 3.677925 2.026487 0.526817 0.008 0.114 -0.004
H 5.063615 0.523555 1.894382 0.059 0.029 0.057
```
Forces are in eV/Å.

For the HOMO-LUMO gap, the calculation gives 9.8 eV. The calculation puts the max |F| at 1.4 eV Å⁻¹. As for the energy above the lowest of the compared OMol25 structures with the same formula, charge and spin: 131.3 kJ/mol. The charge is 0. The SMILES is c1ccc(Cc2nc(-c3ccccn3)no2)cc1. For the total energy, the calculation gives -21213.5151 eV. Its HOMO energy is -9.3 eV.

Entry 3:
Entry from the Open Molecules 2025 dataset: C14H11N3O2 in the gas phase (ωB97M-V/def2-TZVPD).

```
30
Properties=species:S:1:pos:R:3:forces:R:3
C -5.109263 -0.138983 -0.629613 -0.163 -0.026 0.057
O -3.725165 0.077255 -0.708075 0.409 0.158 -0.022
C -3.211035 0.797872 0.389249 -0.228 0.119 0.059
C -1.711176 0.766949 0.307532 0.245 0.039 -0.118
C -0.962531 1.904536 0.255285 -0.436 0.018 0.063
C 0.467443 1.915800 0.158138 -0.108 0.077 0.057
O 1.191126 2.890700 0.119698 0.136 -0.019 -0.028
N 1.026867 0.616308 0.100660 -0.252 -0.300 -0.002
C 0.293347 -0.531134 0.151257 -0.650 -0.260 0.078
N 1.134199 -1.598056 0.077324 -0.343 0.183 0.028
C 2.429742 -1.135725 -0.027328 0.493 0.582 -0.031
C 3.637416 -1.800829 -0.131827 -0.142 0.016 0.011
C 4.780328 -1.023057 -0.220668 0.026 -0.017 -0.003
C 4.719317 0.366363 -0.205520 0.057 -0.020 -0.006
C 3.513441 1.040191 -0.101148 -0.083 0.074 0.006
C 2.369457 0.268655 -0.012300 0.693 -0.433 -0.058
C -1.086491 -0.508878 0.266617 0.464 0.539 -0.092
C -1.802922 -1.712548 0.351243 -0.032 -0.309 0.059
N -2.337700 -2.723864 0.455523 -0.170 -0.431 0.025
H -5.367450 -0.730713 0.257108 -0.001 0.006 -0.035
H -5.384051 -0.690698 -1.525682 -0.089 0.011 0.045
H -5.660013 0.809514 -0.597871 -0.006 -0.041 -0.016
H -3.536264 0.327186 1.333574 0.050 0.073 -0.099
H -3.578178 1.835204 0.378655 0.085 -0.123 0.045
H -1.433883 2.873913 0.283240 -0.032 0.088 -0.022
H 0.834086 -2.558372 0.087867 -0.087 0.052 0.011
H 3.684366 -2.878168 -0.143898 0.019 -0.117 -0.002
H 5.740422 -1.508759 -0.303733 0.080 -0.047 -0.007
H 5.633767 0.934157 -0.277028 0.076 0.058 -0.005
H 3.450806 2.115176 -0.088269 -0.009 0.050 0.002
```
Forces are in eV/Å.

For the HOMO-LUMO gap, the calculation gives 8.4 eV. The calculation puts the max |F| at 0.8 eV Å⁻¹. As for the energy above the lowest of the compared OMol25 structures with the same formula, charge and spin: 43.7 kJ/mol. The charge is 0. The SMILES is COCc1cc(=O)n2c([nH]c3ccccc32)c1C#N. For the total energy, the calculation gives -23261.9965 eV. Its HOMO energy is -8.0 eV.